[1]
A molecular structure, C37H48Cl3N7ORuSSi3Te in a non-equilibrium geometry. Source: the Open Molecules 2025 dataset; level of theory: wB97M-V/def2-TZVPD.

Structure (XYZ):
```
102
Properties=species:S:1:pos:R:3:forces:R:3
Ru -0.87689 -1.14401 -0.74547 0.888 1.602 -0.222
C -3.80872 1.35697 -2.82872 0.037 -0.020 -0.012
C -5.02161 1.18265 -2.16677 0.010 -0.006 0.011
C -5.06447 0.28406 -1.13591 0.084 0.054 -0.062
C -3.91104 -0.42587 -0.75890 -0.059 -0.085 0.019
N -2.72465 -0.23075 -1.37148 0.059 0.163 -0.022
C -2.71746 0.64384 -2.40686 -0.069 0.074 0.049
N -4.13718 -1.36969 0.21071 0.168 -0.173 -0.032
C -3.25350 -2.13638 0.72817 -0.087 0.345 0.245
N -1.86544 -2.10844 0.63366 -0.279 -0.819 -0.486
C -1.37054 -3.20915 1.32302 0.111 0.145 0.339
N -0.17232 -3.63030 1.46216 -0.203 -0.046 -0.158
C 0.93502 -3.09698 0.86131 0.055 0.010 0.064
C 2.13478 -3.72128 1.25330 0.000 0.119 -0.062
C 3.33564 -3.28890 0.76593 0.025 -0.009 0.010
C 3.32508 -2.22492 -0.13291 0.005 0.047 -0.054
C 2.12098 -1.68392 -0.49945 -0.061 -0.136 0.133
N 0.91891 -2.08356 -0.03093 -0.020 -0.290 0.058
C -2.48832 -3.90095 1.97567 -0.034 -0.118 0.075
C -2.51074 -5.02566 2.78169 -0.048 0.069 -0.022
C -3.75596 -5.45869 3.21596 0.010 -0.007 0.013
C -4.92611 -4.78827 2.85139 -0.018 0.008 0.005
C -4.89050 -3.66138 2.04149 0.087 -0.013 0.022
C -3.64289 -3.23784 1.61814 -0.116 -0.066 0.036
H -3.70649 2.03000 -3.66759 -0.002 0.012 0.000
H -5.90800 1.72520 -2.46558 0.001 0.018 -0.007
H -5.97118 0.07027 -0.59090 0.004 -0.027 0.012
H -1.77239 0.77238 -2.90352 -0.023 0.009 -0.021
H 2.05480 -4.53742 1.95444 -0.034 -0.002 0.011
H 4.25974 -3.76163 1.06927 0.020 0.018 -0.004
H 4.23843 -1.83318 -0.55773 0.019 0.020 0.003
H 2.08340 -0.88913 -1.20918 0.017 -0.073 -0.068
H -1.59853 -5.53793 3.05271 0.013 -0.006 -0.007
H -3.82521 -6.33491 3.84647 -0.012 -0.006 0.004
H -5.87853 -5.16029 3.20452 0.000 -0.006 0.013
H -5.78888 -3.13730 1.74787 -0.009 0.007 -0.012
Cl -1.69981 -3.77333 -2.11824 -0.126 -0.454 -0.186
Si -0.61626 -2.15714 -2.80444 -0.494 -0.671 0.561
Cl 1.20572 -2.88800 -3.38170 0.149 0.237 -0.158
Cl -1.60769 -1.57862 -4.50278 -0.009 -0.023 -0.072
C -0.47787 1.91584 -6.29106 -0.070 -0.034 0.004
C 0.49070 2.03629 -5.12339 0.089 0.009 0.016
C 0.94990 0.66704 -4.63845 0.075 0.085 -0.133
N 2.01245 0.77211 -3.64387 -0.075 0.077 0.007
C 1.82454 0.94172 -2.36128 0.335 0.058 0.162
S 0.27881 0.93543 -1.57372 -0.204 -0.181 -0.193
N 2.87688 1.22467 -1.53506 -0.104 0.071 -0.070
C 4.24371 1.54712 -1.76054 0.072 0.034 -0.013
O 4.79933 2.19842 -0.91848 -0.043 0.033 -0.024
C 4.93558 1.02163 -2.96726 0.032 -0.072 0.028
C 5.80123 1.86843 -3.65365 -0.016 -0.009 -0.014
C 6.52551 1.37952 -4.72883 0.005 0.022 0.011
C 6.40772 0.04699 -5.09966 0.007 -0.009 -0.016
C 5.56340 -0.80573 -4.40061 -0.006 -0.002 -0.007
C 4.82304 -0.32020 -3.33496 -0.016 0.040 0.032
H -0.84325 2.89592 -6.59263 -0.001 0.009 -0.008
H -1.34317 1.30170 -6.02933 0.028 0.020 0.012
H 0.00218 1.45868 -7.15725 0.005 -0.015 -0.001
H 0.02351 2.56517 -4.28869 0.012 0.001 0.016
H 1.36808 2.61975 -5.41675 -0.028 0.017 -0.029
H 1.33905 0.06796 -5.46311 0.003 -0.010 0.019
H 0.12966 0.12311 -4.19501 -0.064 0.020 -0.011
H 2.95915 0.83410 -3.99874 0.010 0.057 0.024
H 2.57902 1.47740 -0.59996 0.046 -0.029 0.015
H 5.90029 2.89840 -3.33816 0.012 0.000 0.018
H 7.19472 2.03530 -5.26838 -0.005 0.006 -0.013
H 6.98426 -0.33222 -5.93248 0.002 -0.004 -0.007
H 5.48774 -1.84749 -4.68081 0.002 -0.009 0.007
H 4.17113 -0.98503 -2.77958 -0.033 -0.020 -0.017
C 0.25765 0.12375 5.69571 0.066 -0.014 -0.044
Si 1.67393 0.51371 4.53501 0.024 0.002 0.024
C 3.02608 1.44913 5.43223 -0.048 -0.031 -0.022
C 2.34974 -1.06687 3.78360 -0.070 0.064 0.015
C 1.06660 1.61340 3.12764 0.035 0.029 0.034
Te -0.47032 0.68814 1.96071 -0.183 -0.136 0.113
C -2.16494 1.36172 3.07866 0.020 0.050 0.053
Si -2.76433 3.08174 2.58599 -0.015 0.012 -0.010
C -1.35303 4.31426 2.60092 -0.060 -0.035 -0.004
C -4.08648 3.59843 3.80803 0.051 -0.010 -0.051
C -3.47726 2.94935 0.85705 0.056 -0.024 0.057
H 0.60906 -0.48983 6.52754 0.008 -0.013 0.013
H -0.52946 -0.43513 5.18491 -0.010 0.002 -0.007
H -0.17884 1.02967 6.12090 -0.007 0.021 -0.004
H 3.46228 0.84937 6.23273 -0.002 -0.027 0.017
H 2.63677 2.36456 5.88165 -0.003 0.020 -0.001
H 3.83245 1.72880 4.75148 0.011 0.002 -0.012
H 2.89180 -1.65533 4.52587 0.010 -0.007 0.023
H 3.03664 -0.85532 2.95971 0.019 0.007 -0.006
H 1.53582 -1.68368 3.39635 0.000 -0.005 -0.011
H 1.88817 1.83789 2.44326 -0.009 0.020 -0.031
H 0.66134 2.56964 3.46014 0.018 0.003 0.007
H -1.89976 1.27142 4.13269 -0.008 0.010 0.010
H -2.94761 0.62354 2.88459 -0.002 -0.022 0.007
H -0.94317 4.45695 3.60280 0.006 -0.012 0.016
H -1.70977 5.28655 2.25491 -0.009 0.019 0.000
H -0.54452 4.00377 1.93579 0.002 -0.001 -0.009
H -3.67014 3.69033 4.81302 -0.003 -0.007 0.019
H -4.89694 2.86830 3.84720 -0.008 -0.017 0.001
H -4.52251 4.56299 3.54279 0.002 0.025 -0.020
H -2.73541 2.54818 0.16035 0.000 -0.007 -0.014
H -3.79717 3.92214 0.47982 -0.004 0.026 0.006
H -4.34514 2.28682 0.84882 -0.014 -0.010 -0.001
```
Positions in Å, forces in eV/Å.

Calculated values
* E_HOMO (spin up / spin down): -0.354 / -0.353 Eh
* energy: -133540.9878 eV
* net charge: +1
* largest force on an atom: 1.84 eV Å⁻¹
* HOMO-LUMO gap (spin up / spin down): 6.0770 / 5.8732 eV
* spin multiplicity: 2
* relative energy (zero: lowest compared OMol25 entry of this formula, charge and spin): 20.4 kcal/mol

=====

[2]
A molecular structure, C3H9NS in a non-equilibrium geometry. Source: the Open Molecules 2025 dataset; level of theory: wB97M-V/def2-TZVPD.

Structure (XYZ):
```
14
Properties=species:S:1:pos:R:3:forces:R:3
C -0.63131 0.72825 -0.35503 -1.582 0.781 3.015
C -0.55506 -0.81564 -0.54520 1.203 1.399 -2.907
C 0.47068 -1.44487 1.12438 2.020 -1.162 1.723
S 2.10826 -0.59558 1.04258 -2.630 0.114 1.452
N -0.44049 1.81593 -1.38930 -0.462 -1.048 0.570
H 0.04407 0.88483 0.49041 0.387 0.121 -0.144
H -1.62482 0.97190 0.20318 1.253 -0.438 -1.382
H -1.51534 -1.22759 -0.90465 0.681 -0.327 0.259
H 0.30601 -0.98746 -1.20586 -0.734 -0.549 -0.091
H -0.60850 -1.41185 0.63512 -0.078 1.215 1.098
H 0.71773 -2.53691 1.41332 -0.850 1.298 -1.971
H 1.81356 0.12515 2.21835 0.665 -0.379 -1.403
H -0.55362 2.71374 -0.87477 0.361 -1.058 -0.694
H 0.46884 1.78010 -1.85251 -0.235 0.032 0.476
```
Positions in Å, forces in eV/Å.

Calculated values
* E_HOMO: -0.291 Eh
* energy: -15576.4104 eV
* net charge: 0
* largest force on an atom: 3.49 eV Å⁻¹
* HOMO-LUMO gap: 8.5379 eV
* spin multiplicity: 1
* relative energy (zero: lowest compared OMol25 entry of this formula, charge and spin): 136.5 kcal/mol

=====

[3]
8 unconnected molecules or ions with the total composition C36H61BFNO24S in a non-equilibrium geometry. Source: the Open Molecules 2025 dataset; level of theory: wB97M-V/def2-TZVPD.

Structure (XYZ):
```
125
Properties=species:S:1:pos:R:3:forces:R:3
C -5.35093 3.07697 1.72437 0.013 -0.634 0.195
C -5.70516 1.51420 2.18887 1.683 1.166 1.223
S -5.54000 0.46420 0.64258 -0.187 -0.655 0.274
C -4.14456 -0.82182 0.84396 0.464 0.852 1.176
C -2.76306 0.05983 1.02183 -0.359 -1.142 1.104
C -1.64130 -0.94149 1.66774 -0.548 0.003 1.159
O -0.81907 -1.68439 0.70572 1.257 1.259 2.039
C 0.45918 -1.93096 1.42682 -0.064 -0.218 1.412
N -2.34085 0.85928 -0.17123 0.636 -1.219 -0.142
C -2.41870 0.14481 -1.48568 -0.077 -0.308 -2.229
C -1.94744 1.07449 -2.79557 -1.177 -1.315 -0.507
F -2.66779 2.37204 -2.87572 1.855 -2.686 0.367
B -1.09035 1.67794 0.02947 0.809 2.088 -0.501
O 0.28504 1.19369 0.24301 -2.601 1.134 1.986
O -1.25193 3.17311 -0.05697 -0.344 -3.159 2.371
H -5.23521 3.77559 2.68103 -0.279 -1.469 -2.118
H -4.32807 3.00328 1.11341 -2.339 0.342 1.329
H -6.20013 3.48423 1.02161 1.794 -0.731 1.365
H -6.73078 1.41989 2.74473 1.855 0.063 -1.349
H -4.86207 1.23970 2.98684 -1.873 0.307 -1.723
H -4.14310 -1.54799 -0.07685 -0.124 1.604 1.769
H -4.35363 -1.42588 1.84010 0.576 1.229 -2.227
H -3.01414 0.85238 1.88042 0.580 -1.767 -1.687
H -0.99172 -0.27555 2.41599 -1.020 -1.471 -1.689
H -2.19149 -1.76204 2.33829 1.046 1.850 -1.212
H 0.13974 -2.46150 2.44678 0.986 0.829 -2.111
H 0.98572 -0.91845 1.75956 -1.096 -2.021 -1.031
H 1.21772 -2.59796 0.83564 -1.844 1.329 0.939
H -1.74402 -0.83082 -1.57095 -1.137 1.974 0.333
H -3.51254 -0.22381 -1.79126 2.176 1.118 1.156
H -2.32154 0.44620 -3.74020 0.817 1.480 2.038
H -0.78533 1.14801 -2.90989 -2.217 0.621 0.511
H 0.50242 1.48573 1.19812 -0.092 -0.362 -2.402
H -1.92339 3.37097 0.66874 0.802 -0.092 -1.797
C 2.68184 -1.30653 -1.42654 -0.204 0.060 0.297
C 4.17908 -1.26603 -1.19692 -1.274 0.327 -0.885
C 4.90447 -2.47672 -1.70079 0.012 -0.180 -0.897
O 6.06257 -2.49481 -0.88362 0.097 0.357 1.054
C 5.71067 -1.89292 0.29068 1.164 0.004 1.895
O 6.39555 -1.89053 1.29935 -1.365 0.026 -2.107
O 4.48451 -1.29456 0.18777 1.189 -0.518 0.583
H 2.25893 -2.27313 -1.13172 0.158 0.066 -0.092
H 2.17892 -0.54625 -0.81951 0.080 0.010 -0.215
H 2.44334 -1.13263 -2.48028 0.110 0.021 0.144
H 4.59711 -0.34044 -1.61047 0.009 -0.186 -0.081
H 5.17618 -2.39363 -2.75502 0.149 -0.009 0.182
H 4.35745 -3.41317 -1.54458 -0.127 0.162 0.028
C -8.50603 -4.22165 -0.26685 -0.206 0.296 0.077
C -7.10841 -4.31892 0.31047 -1.136 -0.209 -1.023
C -6.87975 -5.54120 1.14688 -0.061 -0.824 -0.348
O -5.83111 -5.12586 2.00545 0.236 1.055 0.385
C -5.95672 -3.77208 2.13428 0.912 1.235 1.372
O -5.34304 -3.09388 2.94045 -1.217 -1.433 -1.567
O -6.86610 -3.27591 1.24045 0.979 -0.135 1.072
H -9.26711 -4.42870 0.49340 0.173 -0.012 -0.047
H -8.69984 -3.20915 -0.63659 0.111 -0.218 -0.078
H -8.63893 -4.93038 -1.08998 0.074 0.124 0.101
H -6.36468 -4.22957 -0.49039 0.019 -0.107 0.094
H -6.57394 -6.40440 0.55232 0.118 0.089 0.185
H -7.74151 -5.81856 1.76414 -0.043 0.142 -0.173
C 9.14729 1.54414 0.17751 0.070 -0.427 0.076
C 8.13162 2.20757 -0.73042 1.196 0.007 0.967
C 6.83566 2.53778 -0.05417 -0.001 0.604 0.790
O 5.92516 2.55253 -1.14048 0.036 -0.657 -1.013
C 6.43476 1.69953 -2.07738 -0.891 -0.652 -1.709
O 5.83254 1.31858 -3.06666 1.131 0.684 2.035
O 7.71133 1.32485 -1.75786 -1.290 0.071 -0.650
H 8.69338 0.73494 0.75997 -0.068 0.115 -0.119
H 9.95267 1.09258 -0.41147 -0.101 0.177 0.018
H 9.58129 2.26860 0.87344 -0.180 -0.091 -0.169
H 8.57573 3.08814 -1.20985 -0.146 0.009 0.099
H 6.85887 3.50891 0.44431 -0.130 -0.063 -0.175
H 6.50684 1.77571 0.66116 0.212 -0.034 -0.053
C 13.85360 4.44264 -1.08856 0.333 0.416 -0.104
C 12.71951 4.47095 -0.08401 1.180 -0.580 -0.720
C 11.49294 3.73491 -0.53082 -0.107 -0.979 -0.027
O 10.46957 4.38023 0.20780 -0.033 1.276 0.469
C 10.90738 5.65383 0.43438 -1.324 1.972 0.861
O 10.21646 6.55390 0.88043 1.450 -1.979 -0.963
O 12.22501 5.78862 0.09119 -1.234 0.225 0.405
H 13.49831 4.67625 -2.09816 -0.052 -0.122 0.186
H 14.60721 5.19717 -0.83920 -0.092 -0.150 0.120
H 14.33183 3.45860 -1.11026 -0.115 0.336 0.098
H 13.07346 4.11636 0.89143 -0.109 -0.067 -0.036
H 11.53186 2.67077 -0.28954 -0.258 0.555 0.065
H 11.27452 3.85248 -1.59808 0.200 0.005 0.160
C 15.52628 -0.57622 0.65927 0.075 0.290 0.245
C 14.42090 -0.45941 -0.37056 0.935 -0.793 0.980
C 14.89406 -0.58307 -1.78713 0.400 -0.760 -0.316
O 13.89586 0.12699 -2.50037 -0.644 0.953 0.455
C 13.39924 1.05986 -1.63538 -1.257 1.354 -0.784
O 12.65470 1.97140 -1.95353 1.848 -2.475 0.221
O 13.85050 0.83907 -0.36270 -0.657 0.666 -1.089
H 16.39010 0.04102 0.38923 -0.149 -0.085 -0.068
H 15.18089 -0.22154 1.63617 -0.029 -0.208 -0.148
H 15.86074 -1.61353 0.75748 -0.116 0.138 -0.035
H 13.62118 -1.17510 -0.14530 0.054 0.029 -0.138
H 14.94491 -1.62084 -2.12267 -0.124 0.181 -0.103
H 15.85973 -0.09927 -1.97148 -0.048 -0.043 0.209
C -9.97951 2.26944 3.19758 -0.270 0.270 0.071
C -10.38702 0.82632 2.97986 0.853 1.079 0.397
C -9.99332 0.27860 1.64163 0.953 -0.071 -0.254
O -10.94413 -0.75480 1.44842 -1.100 -0.039 0.437
C -12.05787 -0.38428 2.14654 -1.938 -0.927 -0.159
O -13.14148 -0.93706 2.06470 2.269 1.162 0.187
O -11.79868 0.69318 2.94904 -0.619 -1.001 -0.646
H -10.23652 2.89141 2.33318 0.040 -0.176 0.053
H -10.50950 2.69326 4.05719 0.190 -0.158 -0.041
H -8.90211 2.34916 3.37177 -0.154 -0.065 -0.004
H -10.01221 0.20281 3.80038 0.028 -0.042 -0.137
H -8.97828 -0.12363 1.63582 -0.142 -0.121 -0.100
H -10.09732 1.00032 0.82378 0.009 0.086 0.200
C -15.05605 -2.16725 -0.38219 0.272 -0.140 0.292
C -14.49467 -1.89898 -1.76384 -0.882 0.176 1.267
C -15.25788 -2.56270 -2.86966 -0.797 0.211 -0.205
O -14.27460 -2.68234 -3.88363 0.982 -0.110 0.086
C -13.07179 -2.76105 -3.24166 2.173 -0.603 -0.902
O -12.01793 -3.05400 -3.78023 -2.290 0.611 1.129
O -13.20521 -2.47084 -1.91122 0.444 -0.350 -1.222
H -15.27388 -3.23136 -0.23968 0.005 0.106 -0.161
H -14.32918 -1.89024 0.38876 -0.206 0.116 -0.179
H -15.97832 -1.60142 -0.21857 0.140 -0.029 -0.071
H -14.39980 -0.81875 -1.92696 -0.068 -0.075 -0.103
H -16.10036 -1.96119 -3.21686 0.166 -0.081 -0.135
H -15.61527 -3.56683 -2.61556 0.056 0.128 0.183
```
Positions in Å, forces in eV/Å.

Calculated values
* E_HOMO: -0.311 Eh
* energy: -103179.1763 eV
* net charge: 0
* largest force on an atom: 3.96 eV Å⁻¹
* HOMO-LUMO gap: 8.7641 eV
* SMILES: CCSC[C@@H](COC)N(CCF)B(O)O.C[C@@H]1COC(=O)O1.C[C@@H]1COC(=O)O1.C[C@@H]1COC(=O)O1.C[C@@H]1COC(=O)O1.C[C@@H]1COC(=O)O1.C[C@@H]1COC(=O)O1.C[C@@H]1COC(=O)O1
* spin multiplicity: 1